(1)
Density functional theory data (wB97M-V/def2-TZVPD) for C44H53IN4OP3Sn as an isolated structure at a distorted geometry.

Last column: Löwdin charge in e.
Cartesian coordinates (Å):
H1 6.070 -2.309 2.590  0.100
H2 1.547 1.438 5.027  0.113
N1 -3.940 -0.161 3.033  -0.007
H3 -1.612 -2.830 -1.241  0.072
C1 0.706 2.162 2.469  -0.365
C2 -3.817 -1.712 -1.514  -0.093
C3 -0.200 2.915 3.247  -0.134
H4 -0.824 0.033 -6.922  0.112
C4 3.956 -2.130 3.090  -0.386
I1 -5.805 2.840 0.567  0.871
H5 -4.541 -3.749 -2.973  0.093
C5 -3.070 -2.204 -2.761  -0.702
H6 3.125 0.292 -1.938  0.138
C6 0.323 0.327 6.517  -0.067
H7 -4.063 -2.630 -0.915  0.112
C7 5.415 -3.865 4.010  -0.111
C8 -4.675 0.558 -3.605  -0.130
H8 1.865 3.508 -3.303  0.159
H9 -1.709 -2.199 5.771  0.091
H10 6.659 2.823 3.376  0.105
C9 -0.149 4.263 3.322  -0.086
C10 4.361 -4.435 4.739  -0.083
H11 -3.506 -3.726 -4.337  0.080
C11 0.736 0.721 5.206  -0.100
H12 -1.976 -3.173 -5.834  0.057
H13 -4.704 -1.190 -1.756  0.058
H14 -0.978 -0.997 7.699  0.124
C12 -5.518 1.605 -3.365  -0.093
H15 -0.535 0.475 -5.156  0.044
H16 -0.832 -2.255 -6.735  0.076
H17 -6.591 1.528 -3.635  0.131
H18 -1.945 1.099 -5.981  0.080
C13 -3.319 0.652 -3.346  -0.314
Sn1 -0.015 -0.274 -1.983  1.086
C14 -1.294 -2.351 -5.771  -0.073
H19 3.516 0.376 -3.634  0.132
P1 0.861 0.340 2.433  0.930
H20 -0.872 4.760 3.955  0.106
H21 2.167 -4.224 5.123  0.098
H22 2.291 2.439 1.006  0.070
H23 0.732 6.071 2.540  0.098
C15 -1.316 0.218 -5.911  -0.099
C16 -3.729 2.865 -2.471  -0.124
H24 -1.777 2.024 -2.542  0.054
C17 -2.817 1.877 -2.770  -0.081
H25 8.127 2.599 1.464  0.118
H26 -3.369 -0.783 -7.222  0.091
C18 -2.090 -1.047 -5.456  -0.628
H27 7.740 0.842 -0.193  0.099
H28 -4.866 -2.479 -4.212  0.081
C19 2.918 -2.684 3.858  -0.097
H29 -2.526 1.660 0.842  0.104
C20 -4.995 0.662 2.778  -0.158
N2 2.480 2.727 -3.024  0.220
H30 -2.534 -4.144 -1.906  0.096
H31 2.992 0.395 3.581  0.043
C21 -0.608 -0.694 6.671  -0.079
H32 0.740 0.930 7.330  0.105
H33 -5.172 -0.381 -3.925  0.109
C22 5.349 1.098 2.824  -0.090
P2 -2.178 -0.811 -3.568  1.016
H34 6.451 -4.289 4.059  0.117
H35 -5.924 0.715 3.368  0.126
C23 5.260 -2.756 3.196  -0.091
H36 3.496 2.817 -2.986  0.147
H37 -4.184 -0.475 -5.728  0.035
C24 -4.051 -3.029 -3.668  -0.073
C25 2.657 0.330 -2.960  -0.236
C26 -0.635 -1.062 4.269  -0.152
H38 4.593 -5.305 5.355  0.102
C27 1.893 1.561 -3.058  -0.528
H39 4.762 1.052 3.749  0.100
H40 -3.812 -0.815 3.778  0.135
N3 -2.829 0.195 2.294  0.039
H41 5.705 -0.621 -0.112  0.097
C28 1.636 2.924 1.695  -0.100
C29 5.056 0.170 1.810  -0.419
H42 2.479 4.897 1.234  0.097
C30 -5.063 2.777 -2.847  -0.153
C31 -3.239 1.124 1.481  -0.225
C32 1.717 -0.845 -3.202  -0.357
C33 7.053 0.913 0.629  -0.119
H43 -0.494 -2.623 -5.058  0.075
C34 0.797 4.992 2.547  -0.083
H44 -5.703 3.648 -2.665  0.107
H45 2.012 -2.081 3.861  0.066
C35 0.227 0.044 4.117  -0.426
C36 3.080 -3.835 4.684  -0.057
C37 -2.020 -3.209 -2.224  -0.138
C38 5.936 0.098 0.703  -0.127
C39 -3.453 -1.090 -6.185  -0.079
H46 1.325 -0.807 -4.216  0.028
C40 1.744 4.333 1.793  -0.090
C41 -1.071 -1.379 5.520  -0.111
C42 6.376 2.028 2.681  -0.053
H47 -0.945 -1.679 3.406  0.100
P3 3.654 -0.946 1.758  0.965
H48 -3.356 3.711 -1.874  0.113
H49 -3.942 -2.081 -6.261  0.083
C43 -4.664 1.406 1.665  -0.681
C44 7.259 1.902 1.549  -0.081
H50 -1.173 -3.535 -2.873  0.083
N4 2.538 0.051 2.714  -0.446
H51 2.200 -1.841 -3.072  0.070
H52 -0.956 2.427 3.881  0.112
H53 -3.188 -1.070 -0.874  0.075
O1 0.588 1.577 -3.098  -0.218

## Properties
Molecular weight in g mol⁻¹: 992.472
Gap between HOMO and LUMO in eV: 7.8
Net charge: +1
Energy relative to the best compared isomer or geometry (same formula, charge and spin) in kJ/mol: 0.0

(2)
Density functional theory data (wB97M-V/def2-TZVPD) for a 2-piece molecular cluster, C2H5N2O2 overall at a distorted geometry.

Last column: Löwdin charge in e.
Cartesian coordinates (Å):
O1 -1.198 1.245 -0.169  -0.139
H1 1.192 -1.856 0.038  0.075
N1 0.825 -0.995 -0.314  0.081
O2 -2.141 -0.753 0.237  -0.146
C1 1.698 0.041 -0.159  -0.418
H2 -2.811 0.958 1.011  0.085
N2 2.952 -0.098 0.007  0.002
H3 3.528 0.720 0.111  -0.008
H4 1.159 0.870 0.326  0.107
H5 -0.161 -0.730 -0.346  0.033
C2 -2.063 0.492 0.319  -0.672

## Properties
Molecular weight in g mol⁻¹: 89.074
Gap between HOMO and LUMO in eV: 9.0
Net charge: -1
Energy relative to the best compared isomer or geometry (same formula, charge and spin) in kJ/mol: 63.6

(3)
Density functional theory data (wB97M-V/def2-TZVPD) for a 2-piece molecular cluster, C6H14O overall at a distorted geometry.

Last column: Löwdin charge in e.
Cartesian coordinates (Å):
H1 -0.460 1.726 -1.300  0.028
C1 0.119 -0.483 -0.268  -0.325
H2 2.162 -1.184 0.011  0.069
H3 -1.761 1.116 0.431  0.064
H4 -1.039 1.606 1.996  0.087
C2 -0.099 -0.111 0.958  -0.340
H5 -0.231 0.746 -1.946  -0.004
H6 0.000 -0.826 3.004  0.079
H7 1.001 -2.371 -0.661  0.091
C3 -1.275 0.744 1.349  -0.063
H8 -1.751 -0.018 -1.385  0.098
H9 -0.500 -1.007 -2.202  0.093
H10 -1.985 0.089 1.881  0.088
O1 -0.415 2.195 -2.164  -0.071
H11 0.516 2.081 -2.460  0.088
H12 1.324 -1.427 1.958  0.067
H13 1.700 -1.104 -1.718  0.079
C4 1.331 -1.319 -0.701  -0.063
C5 -0.665 -0.167 -1.505  -0.094
C6 0.691 -0.554 2.188  -0.058
H14 1.338 0.269 2.534  0.085

## Properties
SMILES: CC(C)=C(C)C.O
Molecular weight in g mol⁻¹: 102.177
Gap between HOMO and LUMO in eV: 9.3
Energy relative to the best compared isomer or geometry (same formula, charge and spin) in kJ/mol: 256.3

(4)
Density functional theory data (wB97M-V/def2-TZVPD) for one molecule with the formula C2H2BrClF2 at a distorted geometry.

Last column: Löwdin charge in e.
Cartesian coordinates (Å):
Cl1 1.082 2.508 -0.154  0.646
F1 -0.890 1.063 0.462  -0.029
C1 1.076 -0.427 0.233  -0.805
H1 -0.068 0.818 -1.398  0.091
C2 0.126 1.093 -0.386  -0.715
F2 0.568 -1.465 -0.423  -0.024
H2 0.855 -0.427 1.209  0.031
Br1 2.844 -0.134 0.035  0.805

## Properties
SMILES: F[C@@H](Cl)[C@@H](F)Br
Molecular weight in g mol⁻¹: 179.391
Gap between HOMO and LUMO in eV: 10.7
Energy relative to the best compared isomer or geometry (same formula, charge and spin) in kJ/mol: 90.7

(5)
Density functional theory data (wB97M-V/def2-TZVPD) for a 10-piece molecular cluster, C23H47Cl18N4 overall at a distorted geometry.

Last column: Löwdin charge in e.
Cartesian coordinates (Å):
Cl1 -1.350 1.025 6.088  0.547
Cl2 2.853 -0.390 -4.611  0.610
C1 0.895 -0.431 6.662  -0.644
N1 -1.466 -1.196 -1.446  0.154
Cl3 -3.072 2.398 10.554  0.543
C2 -1.214 3.061 2.047  -0.625
H1 4.967 -3.032 -0.551  0.069
H2 -6.548 2.083 0.556  0.076
H3 -1.113 -1.190 6.864  0.074
C3 -0.556 -0.271 7.029  -0.647
H4 0.990 0.767 -6.479  0.063
H5 7.054 -2.045 -5.279  0.036
N2 -2.601 -1.779 -0.953  0.096
H6 -4.218 -1.053 0.130  0.046
H7 0.403 0.220 -3.024  0.094
C4 -1.517 0.097 -1.085  -0.384
C5 -7.401 0.301 -0.311  -0.597
H8 -1.755 2.931 1.111  0.053
H9 -1.339 3.711 11.462  0.069
C6 2.743 -0.487 -6.390  -0.651
H10 1.094 -0.405 -0.202  0.074
Cl4 -0.233 1.595 2.308  0.633
H11 -0.045 -0.773 1.383  -0.006
H12 -1.247 -1.236 3.569  0.014
Cl5 8.074 -3.487 -8.517  0.545
H13 3.066 -1.480 -6.689  0.063
H14 -5.186 0.822 -3.483  -0.055
N3 -2.667 0.354 -0.400  0.206
H15 -2.243 4.563 10.208  0.074
H16 1.186 1.567 -2.248  0.124
H17 1.369 -1.139 7.339  0.079
C7 7.043 -2.691 -1.022  -0.652
Cl6 6.872 -3.402 -2.647  0.560
H18 7.750 -1.869 -1.080  0.071
Cl7 1.091 -1.070 5.008  0.559
H19 -4.343 0.312 -4.959  0.074
Cl8 0.183 -1.447 -6.388  0.524
H20 5.793 -1.915 0.538  0.078
Cl9 6.253 -0.938 -7.185  0.556
Cl10 -5.630 2.255 -5.285  0.569
H21 -7.770 1.281 1.546  0.083
C8 -1.741 -1.256 2.601  -0.678
H22 -2.210 -0.289 2.439  0.000
H23 1.337 -0.133 -7.958  0.080
H24 -2.616 4.330 3.011  0.078
H25 7.462 -3.459 -0.374  0.077
H26 -0.516 3.891 1.939  0.078
H27 -2.831 1.193 -3.142  0.032
Cl11 -3.054 -2.465 2.656  0.571
H28 -2.800 -2.759 -1.061  0.192
H29 8.675 -3.564 -6.252  0.073
H30 1.429 0.514 6.725  0.069
C9 -3.359 1.858 -3.821  -0.673
H31 -8.252 0.788 -0.784  0.084
H32 3.444 0.239 -6.798  0.057
C10 5.707 -2.236 -0.498  -0.635
H33 -1.277 -1.709 0.542  0.007
H34 -1.624 3.399 4.138  0.053
H35 1.228 -2.410 -1.254  0.057
Cl12 0.168 -3.056 1.824  0.581
H36 -3.610 2.770 -3.285  0.074
Cl13 -5.643 0.298 1.779  0.571
C11 1.527 -0.262 -1.189  -0.210
C12 -1.776 3.616 10.472  -0.663
H37 -0.764 -1.701 -1.969  0.167
C13 0.625 0.664 -2.054  -0.153
H38 1.432 -1.646 -2.851  0.014
H39 2.815 -1.929 -1.784  0.012
C14 -4.595 1.167 -4.335  -0.693
C15 8.247 -2.790 -6.887  -0.664
C16 -0.735 3.264 9.441  -0.651
H40 6.189 -3.144 -6.355  0.069
Cl14 0.214 1.827 9.911  0.563
Cl15 -3.482 2.185 3.363  0.542
C17 -2.152 3.361 3.188  -0.640
C18 -6.936 1.116 0.866  -0.619
H41 8.951 -1.964 -6.947  0.070
Cl16 -2.210 2.282 -5.118  0.547
H42 2.464 0.256 -1.015  0.077
H43 -7.696 -0.703 -0.019  0.075
H44 -0.030 4.086 9.330  0.074
C19 6.926 -2.346 -6.316  -0.667
N4 -0.606 1.008 -1.344  0.114
C20 1.769 -1.648 -1.819  -0.148
H45 -1.186 3.063 8.472  0.043
Cl17 -6.118 0.135 -1.550  0.649
H46 -0.642 0.002 8.078  0.023
H47 -0.721 1.949 -1.015  0.151
C21 -3.279 -0.805 -0.332  -0.216
C22 -0.765 -1.575 1.491  -0.711
Cl18 5.104 -0.843 -1.438  0.586
C23 1.348 -0.182 -6.871  -0.648

## Properties
Molecular weight in g mol⁻¹: 1017.811
Gap between HOMO and LUMO in eV: 9.9
Net charge: +1

(6)
Density functional theory data (wB97M-V/def2-TZVPD) for a 7-piece molecular cluster, C35H35N7 overall at a distorted geometry.

Last column: Löwdin charge in e.
Cartesian coordinates (Å):
C1 5.594 6.479 4.750  -0.055
C2 6.980 -0.603 -2.866  -0.073
H1 0.939 -0.595 -5.360  0.097
H2 -3.634 -6.099 8.202  0.091
C3 -3.239 -5.449 4.840  -0.073
C4 -7.436 1.277 4.426  -0.088
C5 1.311 -1.850 -8.482  -0.088
N1 -2.538 -3.529 6.214  0.040
H3 6.852 1.894 -5.087  0.101
C6 7.214 0.178 -1.771  -0.107
H4 5.160 6.463 5.739  0.104
H5 1.033 -2.786 -6.528  0.095
C7 4.885 5.985 3.660  -0.086
H6 -5.914 -3.481 -0.142  0.099
H7 1.317 -0.559 -10.210  0.105
C8 1.419 -0.650 -9.139  -0.086
H8 -6.907 3.191 1.198  0.098
N2 -6.144 1.656 2.485  0.060
C9 7.450 1.553 -1.842  -0.130
H9 2.729 1.558 -0.583  0.097
N3 -0.345 2.587 -1.767  0.048
C10 6.950 0.035 -4.148  -0.076
N4 7.315 2.129 -3.048  0.051
C11 -3.487 -6.181 6.039  -0.098
H10 -3.320 -5.930 3.877  0.093
H11 1.281 -2.808 -8.980  0.101
C12 -0.593 1.222 0.179  -0.050
H12 -5.679 0.247 3.967  0.104
H13 -2.185 2.056 -0.960  0.099
H14 -9.441 2.167 4.433  0.096
C13 -1.111 1.958 -0.907  -0.178
C14 7.024 1.377 -4.155  -0.161
H15 -4.557 -6.187 -3.190  0.101
H16 7.601 6.975 5.266  0.095
H17 1.576 2.755 -2.487  0.096
C15 1.409 0.464 -8.344  -0.186
C16 -5.149 -3.952 -0.742  -0.145
C17 5.468 5.872 2.416  -0.174
H18 7.345 -0.310 -0.817  0.094
H19 4.935 5.447 1.579  0.102
C18 1.669 1.764 -0.596  -0.077
C19 1.134 -0.645 -6.421  -0.140
C20 -4.405 -5.377 -2.492  -0.088
C21 7.473 6.634 3.191  -0.143
C22 -2.877 -3.952 -1.220  -0.141
C23 -3.040 -4.175 7.305  -0.132
N5 -3.922 -3.440 -0.551  0.038
H20 8.524 6.607 2.943  0.102
N6 6.739 6.127 2.161  0.052
N7 1.265 0.563 -7.024  0.069
C24 -3.113 -4.834 -2.290  -0.064
H21 -1.933 -3.490 -0.973  0.097
C25 -5.438 -4.893 -1.730  -0.086
H22 -3.609 -7.242 5.879  0.096
C26 1.000 2.438 -1.630  -0.142
H23 -8.927 3.536 2.331  0.097
C27 -8.509 2.051 3.899  -0.049
H24 -6.408 -5.291 -1.989  0.099
H25 1.276 1.387 -8.891  0.100
C28 -6.363 1.022 3.651  -0.178
H26 7.745 2.178 -1.012  0.102
C29 6.936 6.771 4.439  -0.094
H27 3.863 5.675 3.821  0.098
H28 6.788 -1.651 -2.690  0.101
H29 -2.345 -3.633 4.104  0.092
C30 -8.276 2.758 2.701  -0.089
C31 -2.683 -4.169 4.978  -0.129
C32 -7.061 2.590 2.083  -0.149
H30 -3.036 -3.732 8.290  0.089
H31 1.208 0.670 1.220  0.092
C33 -3.442 -5.571 7.279  -0.070
H32 6.774 -0.647 -4.966  0.099
C34 1.211 -1.878 -7.084  -0.067
H33 -7.590 0.728 5.343  0.098
H34 -1.250 0.573 0.741  0.091
C35 0.835 1.243 0.384  -0.077
H35 -2.323 -5.250 -2.898  0.090

## Properties
SMILES: c1ccncc1.c1ccncc1.c1ccncc1.c1ccncc1.c1ccncc1.c1ccncc1.c1ccncc1
Molecular weight in g mol⁻¹: 553.714
Gap between HOMO and LUMO in eV: 9.7
Energy relative to the best compared isomer or geometry (same formula, charge and spin) in kJ/mol: 303.7

Which LUMO belongs to each record? In order, -0.080 0.162 0.029 0.030 -0.082 0.019 Eh.
Which HOMO belongs to each record? In order, -10.02 -4.61 -8.54 -9.92 -12.09 -9.19 eV.